No. 1
{"formula": "C2H4N4", "method": "the ωB97M-V functional and the def2-TZVPD basis", "mol_weight_g_mol": 84.08, "multiplicity": 1, "smiles": "Nc1cn[nH]n1", "species": ["N", "N", "N", "N", "C", "C", "H", "H", "H", "H"], "xyz": [[-0.43, -1.03, -0.14], [-1.64, -0.53, -0.17], [1.80, -0.26, 0.22], [-1.62, 0.95, -0.06], [-0.35, 1.18, 0.16], [0.42, -0.04, 0.07], [-0.25, 2.21, 0.51], [-2.31, -1.31, -0.37], [2.32, 0.06, -0.58], [2.00, -1.26, 0.35]], "mulliken_charge": [-0.449, 0.086, -0.584, -0.454, -0.132, 0.320, 0.398, 0.276, 0.247, 0.291]}

No. 2
{"formula": "C2H4N4", "method": "the ωB97M-V functional and the def2-TZVPD basis", "mol_weight_g_mol": 84.08, "multiplicity": 1, "species": ["N", "N", "N", "N", "C", "C", "H", "H", "H", "H"], "xyz": [[-0.42, -0.34, 0.06], [-1.08, 0.92, -0.04], [0.86, 0.00, 0.06], [-1.92, -0.92, 0.06], [2.14, -0.43, -0.04], [-2.27, 0.30, 0.00], [0.63, 0.96, -0.05], [2.37, -1.42, -0.07], [-3.27, 0.65, 0.07], [2.94, 0.28, -0.07]], "mulliken_charge": [0.169, -0.762, 0.070, -0.537, -0.262, 0.113, 0.280, 0.288, 0.401, 0.240]}

No. 3
{"formula": "C2H4N4", "method": "the ωB97M-V functional and the def2-TZVPD basis", "mol_weight_g_mol": 84.08, "multiplicity": 1, "smiles": "Nc1ncn[nH]1", "species": ["N", "N", "N", "N", "C", "C", "H", "H", "H", "H"], "xyz": [[1.53, -0.29, -0.86], [-1.69, -0.23, 0.47], [0.11, 1.16, 0.63], [-0.69, -0.63, -0.34], [0.39, 0.17, -0.20], [-1.17, 0.84, 1.02], [1.73, -1.25, -0.62], [-1.73, 1.34, 1.81], [2.37, 0.26, -0.93], [-0.77, -1.41, -0.96]], "mulliken_charge": [-0.486, -0.714, -0.582, 0.213, 0.496, -0.032, 0.222, 0.389, 0.244, 0.251]}

No. 4
{"formula": "C2H4N4", "method": "the ωB97M-V functional and the def2-TZVPD basis", "mol_weight_g_mol": 84.08, "multiplicity": 1, "smiles": "Nc1cnn[nH]1", "species": ["N", "N", "N", "N", "C", "C", "H", "H", "H", "H"], "xyz": [[1.93, -0.80, -0.16], [2.00, 0.38, 0.37], [-1.47, 0.35, 0.01], [0.64, -1.09, -0.42], [-0.13, -0.05, -0.02], [0.71, 0.88, 0.48], [-2.06, -0.02, 0.73], [-1.88, 0.70, -0.83], [0.39, -1.97, -0.86], [-0.14, 1.61, 0.72]], "mulliken_charge": [-0.424, -0.345, -0.462, 0.153, 0.249, -0.158, 0.200, 0.201, 0.213, 0.373]}

No. 5
{"formula": "C2H4N4", "method": "the ωB97M-V functional and the def2-TZVPD basis", "mol_weight_g_mol": 84.08, "multiplicity": 1, "charge": 2, "smiles": "CC([N+]#N)[N+]#N", "species": ["N", "N", "N", "N", "C", "C", "H", "H", "H", "H"], "xyz": [[0.09, -0.21, 1.47], [0.63, -0.68, 2.31], [-2.47, -0.43, -0.62], [-1.53, -0.06, -0.23], [0.72, -0.05, -0.85], [-0.36, 0.37, 0.29], [0.68, -1.08, -0.77], [0.78, 0.54, -1.70], [-0.29, 1.55, 0.41], [1.75, 0.05, -0.31]], "mulliken_charge": [0.476, 0.097, 0.071, 0.596, -1.139, 0.160, 0.509, 0.417, 0.406, 0.407]}

No. 6
{"formula": "C2H4N4O", "method": "the ωB97M-V functional and the def2-TZVPD basis", "mol_weight_g_mol": 100.08, "multiplicity": 1, "smiles": "[H]/N=C\\N.N#CN=O", "species": ["O", "N", "N", "N", "N", "C", "C", "H", "H", "H", "H"], "xyz": [[-1.19, -2.35, 0.87], [-0.58, 1.54, -0.23], [0.33, 0.00, -1.73], [0.03, -2.43, 0.69], [1.28, -0.59, 2.01], [0.73, -1.42, 1.41], [0.43, 1.00, -0.93], [-1.45, 1.02, -0.16], [-0.34, 2.05, 0.61], [1.41, 1.48, -0.75], [-0.65, -0.29, -1.80]], "mulliken_charge": [-0.195, -0.454, -0.607, 0.012, -0.326, 0.517, 0.024, 0.222, 0.243, 0.352, 0.213]}

Computed E, in the same sequence as the records: -8097.5372; -8091.2851; -8099.0163; -8096.4668; -8073.9701; -10142.5701 eV.
Computed energy above the lowest of the compared OMol25 structures with the same formula, charge and spin, in the same sequence as the records: 171.45; 774.68; 28.73; 274.72; 187.39; 440.43 kJ/mol.